[1]
The following is a DFT calculation (ωB97M-V/def2-TZVPD) of a structure of composition C20H26KN3O6P2S2 at a distorted geometry.

Properties
E_HOMO: -0.36 eV
gap between HOMO and LUMO: 4.32 eV
net charge: -2

Last column: Löwdin charge in e.
Positions of all 60 atoms, in Å:
K1 -0.570 0.733 -1.822  0.565
C1 -1.075 1.936 2.649  -0.286
P1 -0.226 1.097 1.228  0.881
C2 0.715 -0.128 2.260  -0.292
C3 1.201 2.256 1.007  -0.434
C4 0.822 3.590 0.385  -0.434
P2 0.573 3.456 -1.436  0.837
C5 0.000 5.188 -1.727  -0.294
C6 2.337 3.695 -1.943  -0.315
H1 -0.359 2.273 3.402  0.029
H2 -1.762 1.221 3.105  0.028
H3 -1.647 2.779 2.273  0.017
H4 1.177 0.326 3.140  0.030
H5 1.489 -0.580 1.642  0.028
H6 0.031 -0.916 2.581  0.033
H7 1.915 1.727 0.367  0.002
H8 1.673 2.414 1.989  0.076
H9 1.613 4.333 0.569  0.074
H10 -0.116 3.947 0.810  0.056
H11 0.634 5.906 -1.203  0.027
H12 -1.024 5.269 -1.375  0.023
H13 0.017 5.390 -2.798  0.025
H14 2.814 4.540 -1.444  0.025
H15 2.378 3.846 -3.020  0.027
H16 2.873 2.776 -1.716  -0.043
S1 2.570 0.160 -1.654  0.519
C7 3.161 -1.448 -1.507  -0.822
C8 4.437 -1.493 -0.940  -0.376
N1 5.483 -1.451 -0.448  0.105
C9 2.545 -2.631 -1.881  -0.808
S2 0.938 -2.864 -2.479  0.564
C10 3.246 -3.822 -1.718  -0.364
N2 3.778 -4.845 -1.612  0.123
N3 -4.642 0.541 -0.806  -0.020
C11 -3.799 1.428 -0.007  -0.164
C12 -2.697 2.068 -0.904  -0.780
O1 -2.874 1.988 -2.126  -0.082
O2 -1.743 2.615 -0.316  -0.229
H17 -5.585 0.911 -0.875  0.078
H18 -4.182 -1.121 -0.495  0.063
H19 -4.227 0.615 -1.743  0.076
H20 -3.305 0.865 0.787  0.093
H21 -4.363 2.248 0.452  0.113
O3 -3.720 -1.973 -0.241  0.072
C13 -2.423 -1.805 -0.557  -0.463
O4 -2.065 -0.832 -1.203  -0.107
C14 -1.510 -2.816 -0.046  -0.143
C15 -1.938 -4.080 0.377  -0.028
C16 -1.059 -4.994 0.930  -0.008
C17 0.262 -4.597 1.064  -0.188
O5 1.313 -5.273 1.654  0.023
C18 2.443 -4.449 1.424  -0.168
O6 2.017 -3.191 0.975  0.019
C19 0.695 -3.349 0.647  -0.230
C20 -0.146 -2.454 0.025  -0.059
H22 -2.980 -4.345 0.264  0.107
H23 -1.370 -5.976 1.251  0.103
H24 3.095 -4.910 0.660  0.105
H25 3.001 -4.333 2.365  0.135
H26 0.164 -1.460 -0.240  0.056


[2]
The following is a DFT calculation (ωB97M-V/def2-TZVPD) of the molecule C20H26N2O2 at a distorted geometry.

Properties
E_HOMO: -8.29 eV
gap between HOMO and LUMO: 9.08 eV

Last column: Löwdin charge in e.
Positions of all 50 atoms, in Å:
C1 0.047 0.250 0.125  0.056
C2 1.030 0.781 -0.133  0.085
N1 -2.324 0.483 2.496  0.116
O1 -0.918 -1.896 0.027  -0.018
O2 2.174 2.530 -1.388  -0.157
C3 -2.638 0.445 3.771  -0.143
C4 -1.507 -0.477 1.945  -0.130
C5 -2.313 -0.677 4.553  -0.099
C6 -1.035 -1.532 2.791  0.007
C7 -1.544 -1.653 4.057  -0.099
N2 3.841 2.093 1.777  -0.135
C8 1.028 3.349 -1.427  -0.109
C9 -1.173 -0.519 0.431  -0.368
C10 4.914 2.477 0.864  -0.189
C11 3.729 0.610 1.966  -0.142
C12 2.594 2.474 1.109  -0.091
C13 -3.057 -1.321 -1.970  -0.144
C14 -3.630 -0.782 -0.661  -0.161
C15 -2.021 -0.053 -1.930  -0.101
C16 4.782 1.818 -0.499  -0.142
C17 3.854 -0.098 0.548  -0.157
C18 2.299 1.624 -0.258  -0.324
C19 -2.382 0.048 -0.443  -0.268
C20 3.594 0.827 -0.604  -0.220
H1 -1.055 -1.904 -0.968  0.099
H2 -3.206 1.268 4.271  0.118
H3 -2.655 -0.717 5.593  0.106
H4 -0.484 -2.327 2.478  0.079
H5 -1.216 -2.421 4.805  0.131
H6 1.027 3.899 -2.430  0.117
H7 1.006 3.969 -0.525  0.073
H8 0.029 2.845 -1.221  0.090
H9 5.912 2.300 1.331  0.125
H10 5.026 3.570 0.696  0.123
H11 4.453 0.174 2.643  0.096
H12 2.759 0.298 2.492  0.132
H13 2.725 3.561 0.962  0.129
H14 1.722 2.418 1.679  0.097
H15 -3.946 -1.339 -2.650  0.110
H16 -2.608 -2.270 -1.934  0.071
H17 -3.929 -1.578 0.127  0.143
H18 -4.455 -0.060 -0.799  0.117
H19 -1.016 -0.280 -2.241  0.094
H20 -2.427 0.785 -2.555  0.123
H21 5.716 1.258 -0.620  0.109
H22 4.864 2.431 -1.367  0.099
H23 3.057 -0.943 0.629  0.135
H24 4.829 -0.577 0.609  0.104
H25 -2.548 1.105 -0.150  0.141
H26 3.535 0.193 -1.543  0.172


[3]
The following is a DFT calculation (ωB97M-V/def2-TZVPD) of a structure of composition C20H26N2O2SiTi at a distorted geometry.

Properties
E_HOMO (spin up / spin down): -5.93 / -6.30 eV
<S²>: 2.007
multiplicity: 3
gap between HOMO and LUMO (spin up / spin down): 5.32 / 5.67 eV

Last column: Löwdin spin population.
Positions of all 52 atoms, in Å:
C1 0.841 1.663 0.365  0.010
C2 1.111 2.169 -0.932  0.031
C3 -0.160 2.326 -1.611  0.036
H1 2.086 2.381 -1.365  0.008
C4 -1.203 1.937 -0.723  0.036
C5 -0.596 1.537 0.500  0.007
H2 -1.131 1.391 1.438  0.000
H3 1.541 1.528 1.184  0.001
H4 -0.336 2.723 -2.607  0.004
H5 -2.276 1.993 -0.930  0.007
Ti1 0.108 0.118 -1.196  1.638
C6 -1.548 -4.343 -2.732  0.000
H6 -2.332 -3.877 -3.323  0.000
H7 -2.017 -4.817 -1.853  0.000
H8 -0.861 -3.559 -2.409  0.001
Si1 0.365 -0.082 -3.793  0.059
C7 1.744 -0.589 -5.036  0.007
C8 2.762 0.196 -5.628  0.000
H9 2.968 1.213 -5.296  0.000
C9 3.523 -0.327 -6.673  0.000
H10 4.314 0.256 -7.123  0.000
C10 3.270 -1.592 -7.186  0.000
H11 3.879 -2.000 -7.980  0.000
C11 2.250 -2.364 -6.625  0.000
H12 2.047 -3.354 -6.991  0.000
C12 1.509 -1.868 -5.564  0.000
H13 0.678 -2.484 -5.212  0.000
C13 -0.980 0.336 -5.087  0.000
C14 -0.717 0.640 -6.432  -0.001
H14 0.293 0.684 -6.777  0.000
C15 -1.720 1.037 -7.329  0.000
H15 -1.491 1.257 -8.380  0.000
C16 -3.018 1.235 -6.836  -0.001
H16 -3.814 1.544 -7.520  0.000
C17 -3.264 1.181 -5.448  0.000
H17 -4.221 1.522 -5.042  0.000
C18 -2.228 0.773 -4.606  0.004
H18 -2.342 0.919 -3.549  0.004
H19 0.726 1.257 -3.262  0.009
H20 -0.943 -4.965 -3.335  0.000
C19 -1.261 -2.430 3.185  0.000
O1 -1.709 -1.901 1.869  0.001
C20 -0.826 -1.469 1.012  0.008
O2 -1.189 -0.934 -0.092  0.030
N1 0.466 -1.528 1.305  0.015
N2 1.300 -1.112 0.195  0.059
H21 -0.893 -3.462 3.089  0.000
H22 -2.134 -2.432 3.844  0.000
H23 -0.490 -1.815 3.680  0.000
H24 0.781 -2.185 2.033  0.000
H25 2.147 -0.706 0.602  0.008
H26 1.663 -1.969 -0.234  0.017


[4]
The following is a DFT calculation (ωB97M-V/def2-TZVPD) of the molecule C20H26N2O4 at a distorted geometry.

Properties
E_HOMO: -8.73 eV
gap between HOMO and LUMO: 8.99 eV

Last column: Löwdin charge in e.
Positions of all 52 atoms, in Å:
C1 1.569 0.728 5.524  0.011
C2 0.038 0.307 5.892  -0.260
O1 -0.767 0.805 4.985  -0.031
C3 -0.923 0.262 3.601  -0.062
C4 -0.465 -0.991 3.113  0.005
C5 -0.475 -1.321 1.767  0.024
C6 -1.266 -0.534 0.812  -0.274
C7 -1.871 0.349 1.365  -0.016
C8 -1.675 0.863 2.615  -0.053
O2 -2.303 2.122 3.141  0.019
C9 -2.857 2.836 2.287  -0.517
C10 -3.435 3.958 2.998  -0.117
H1 -4.362 4.671 2.381  0.173
H2 -3.998 3.803 3.975  0.094
H3 -2.716 4.562 3.369  0.018
H4 -3.888 2.407 1.842  0.149
H5 -2.624 3.296 1.343  0.122
H6 -2.478 1.087 0.591  0.206
C11 -1.388 -1.267 -0.315  -0.419
N1 -0.066 -1.064 -1.185  0.164
C12 0.112 -0.312 -2.134  -0.467
O3 -0.493 0.702 -2.574  0.042
C13 1.663 -0.272 -2.551  -0.056
C14 2.734 -0.075 -1.765  -0.097
C15 3.982 -0.482 -2.123  -0.082
C16 4.064 -0.280 -3.491  0.010
N2 2.902 -0.326 -4.495  0.201
C17 1.950 -0.448 -3.864  -0.332
O4 0.837 -0.401 -4.905  -0.048
C18 1.075 -0.471 -6.188  -0.248
C19 1.651 -2.012 -6.571  0.008
H7 2.471 -2.284 -6.180  -0.043
H8 1.735 -1.943 -7.665  0.062
H9 0.731 -2.681 -6.414  0.094
H10 1.811 0.210 -6.496  0.103
H11 0.330 -0.311 -6.571  -0.011
H12 4.999 -0.427 -3.988  0.089
H13 4.864 0.105 -1.566  0.166
H14 2.481 -0.127 -0.649  0.146
H15 0.753 -1.749 -0.915  0.209
C20 -2.056 -2.421 -0.481  -0.077
H16 -1.162 -3.145 -0.142  0.127
H17 -2.150 -2.895 -1.652  0.171
H18 -3.070 -2.571 -0.103  0.106
H19 -2.013 -0.615 -1.066  0.182
H20 -0.050 -2.257 1.688  0.087
H21 0.269 -1.372 3.848  0.117
H22 -0.186 -0.710 5.886  0.101
H23 -0.181 0.603 6.773  0.059
H24 2.309 0.247 6.181  0.074
H25 1.909 0.177 4.581  0.091
H26 1.679 1.664 5.493  -0.020


[5]
The following is a DFT calculation (ωB97M-V/def2-TZVPD) of the molecule C20H26N2O5 at a distorted geometry.

Properties
E_HOMO: -8.81 eV
gap between HOMO and LUMO: 9.48 eV

Last column: Löwdin charge in e.
Positions of all 53 atoms, in Å:
C1 1.814 6.673 -0.623  -0.059
C2 2.978 5.822 -1.110  -0.212
H1 3.090 5.891 -2.194  0.123
H2 3.907 6.126 -0.617  0.121
O1 2.746 4.437 -0.847  0.002
C3 3.044 3.984 0.368  -0.499
O2 3.557 4.644 1.235  0.110
C4 2.629 2.539 0.519  -0.018
H3 3.421 1.997 1.033  0.120
H4 2.460 2.115 -0.471  0.135
C5 1.314 2.479 1.327  -0.252
N1 0.660 1.192 1.164  -0.008
C6 -0.475 1.123 0.430  -0.417
O3 -0.940 2.084 -0.154  0.080
C7 -1.161 -0.211 0.374  -0.151
C8 -1.204 -0.887 -0.837  0.076
C9 -1.920 -2.067 -0.858  -0.177
C10 -2.589 -2.568 0.277  -0.210
C11 -2.554 -1.871 1.477  0.010
C12 -1.835 -0.695 1.504  -0.034
H5 -1.794 -0.117 2.415  0.117
H6 -3.075 -2.241 2.344  0.115
N2 -3.199 -3.749 -0.082  0.200
C13 -2.912 -3.916 -1.326  -0.332
O4 -2.136 -2.941 -1.875  0.131
C14 -3.319 -5.055 -2.179  -0.070
H7 -4.010 -5.683 -1.619  0.134
C15 -2.081 -5.880 -2.591  -0.220
O5 -2.395 -7.046 -3.303  -0.183
C16 -2.843 -6.833 -4.620  -0.110
H8 -2.149 -6.192 -5.175  0.092
H9 -3.842 -6.386 -4.647  0.083
H10 -2.882 -7.814 -5.089  0.090
H11 -1.563 -6.224 -1.692  0.135
H12 -1.401 -5.242 -3.176  0.127
H13 -3.814 -4.671 -3.073  0.123
H14 -0.709 -0.502 -1.713  0.135
C17 1.303 0.073 1.812  -0.140
C18 1.423 0.332 3.313  -0.165
C19 2.198 1.624 3.548  -0.187
C20 1.523 2.780 2.814  -0.125
H15 2.123 3.685 2.908  0.109
H16 0.547 2.968 3.267  0.125
H17 2.241 1.848 4.615  0.112
H18 3.224 1.505 3.197  0.110
H19 1.925 -0.511 3.789  0.113
H20 0.424 0.420 3.744  0.111
H21 0.729 -0.834 1.619  0.119
H22 2.304 -0.059 1.385  0.129
H23 0.624 3.215 0.897  0.150
H24 1.972 7.708 -0.908  0.077
H25 0.884 6.319 -1.061  0.080
H26 1.739 6.613 0.461  0.076


[6]
The following is a DFT calculation (ωB97M-V/def2-TZVPD) of the molecule C20H26N4O2.

Properties
E_HOMO: -7.96 eV
gap between HOMO and LUMO: 8.60 eV

Last column: Löwdin charge in e.
Positions of all 52 atoms, in Å:
N1 -4.057 -2.438 0.148  0.114
C1 -2.710 -2.254 -0.047  -0.343
C2 -2.075 -2.754 -1.187  -0.030
C3 -0.712 -2.631 -1.339  -0.019
C4 0.065 -2.029 -0.352  -0.160
C5 -0.569 -1.509 0.775  -0.036
C6 -1.934 -1.615 0.924  -0.037
H1 -2.420 -1.196 1.793  0.113
H2 0.000 -0.985 1.531  0.112
C7 1.534 -1.945 -0.561  -0.484
O1 2.035 -1.773 -1.660  0.044
N2 2.268 -2.084 0.568  0.065
H3 1.787 -2.255 1.437  0.134
C8 3.708 -1.998 0.628  -0.177
C9 4.181 -0.854 1.536  -0.187
H4 5.164 -1.108 1.936  0.105
C10 4.275 0.504 0.835  -0.206
H5 5.121 0.493 0.143  0.116
C11 3.010 0.867 0.063  -0.221
H6 2.931 0.222 -0.812  0.095
C12 3.000 2.321 -0.402  -0.180
H7 3.984 2.600 -0.784  0.113
H8 2.762 2.979 0.434  0.113
C13 1.974 2.539 -1.520  -0.178
N3 0.665 2.009 -1.203  0.069
C14 -0.191 2.671 -0.390  -0.462
O2 0.069 3.756 0.099  0.067
C15 -1.505 1.999 -0.174  -0.146
C16 -2.135 1.251 -1.163  -0.024
C17 -3.398 0.739 -0.954  -0.046
C18 -4.056 0.944 0.258  -0.341
C19 -3.419 1.682 1.254  -0.035
C20 -2.167 2.213 1.031  -0.015
H9 -1.684 2.814 1.787  0.120
H10 -3.923 1.848 2.197  0.110
N4 -5.295 0.357 0.497  0.084
H11 -5.828 0.788 1.239  0.095
H12 -5.847 0.185 -0.330  0.097
H13 -3.891 0.181 -1.738  0.113
H14 -1.655 1.094 -2.118  0.118
H15 0.491 1.043 -1.426  0.127
H16 2.313 2.052 -2.437  0.124
H17 1.857 3.611 -1.700  0.120
H18 2.136 0.692 0.694  0.113
H19 4.476 1.269 1.589  0.113
H20 3.493 -0.779 2.382  0.109
H21 4.063 -1.858 -0.395  0.124
H22 4.100 -2.949 1.006  0.118
H23 -0.220 -3.007 -2.224  0.119
H24 -2.665 -3.238 -1.952  0.108
H25 -4.515 -1.775 0.755  0.063
H26 -4.589 -2.690 -0.670  0.092


Energy above the lowest of the compared OMol25 structures with the same formula, charge and spin values (in kcal/mol) by entry order: 36.63 177.36 0.00 480.64 30.27 0.00.
M values (in g mol⁻¹) by entry order: 569.6 326.4 402.4 358.4 374.4 354.5.